The following is a DFT calculation (the ωB97M-V functional and the def2-TZVPD basis) of C19H26N4O3 in the gas phase.

The geometry in XYZ format:
```
52
Properties=species:S:1:pos:R:3:nbo_charge:R:1
C -1.38 -2.87 -0.33 -0.6053
C -2.83 -3.01 -0.78 -0.4059
C -3.35 -1.80 -1.56 -0.4134
C -3.92 -0.69 -0.68 -0.2285
N -2.93 -0.08 0.21 -0.4471
C -1.93 0.73 -0.27 0.4679
N -1.90 1.01 -1.60 -0.8001
C -0.94 1.19 0.56 -0.1447
N 0.06 2.07 0.05 -0.4596
C -0.03 3.45 0.48 -0.2234
C -1.21 4.18 -0.16 -0.6173
C 1.13 1.66 -0.69 0.7006
O 1.91 2.47 -1.17 -0.6280
C 1.28 0.17 -0.87 -0.5008
C 1.81 -0.50 0.41 -0.4494
C 3.31 -0.69 0.40 0.0755
C 4.16 0.37 0.14 -0.2416
C 5.53 0.19 0.14 -0.2023
C 6.07 -1.06 0.40 -0.2233
C 5.23 -2.13 0.66 -0.2112
C 3.86 -1.94 0.66 -0.2358
C -0.94 0.89 1.96 0.6489
O -0.14 1.25 2.79 -0.6101
N -2.03 0.10 2.34 -0.6362
C -3.02 -0.42 1.56 0.8013
O -3.91 -1.11 2.00 -0.6215
H -0.73 -2.68 -1.19 0.2022
H -1.05 -3.78 0.15 0.2180
H -1.25 -2.05 0.37 0.1940
H -3.46 -3.17 0.10 0.2135
H -2.91 -3.89 -1.41 0.2076
H -2.55 -1.41 -2.20 0.2048
H -4.16 -2.12 -2.22 0.2173
H -4.39 0.09 -1.28 0.1893
H -4.68 -1.11 -0.02 0.2627
H -2.75 0.96 -2.14 0.4014
H -1.26 1.74 -1.86 0.4202
H 0.90 3.93 0.18 0.2403
H -0.12 3.47 1.57 0.2118
H -1.11 4.21 -1.24 0.2000
H -2.15 3.68 0.09 0.1989
H -1.26 5.20 0.21 0.2213
H 1.99 0.00 -1.69 0.2394
H 0.33 -0.27 -1.16 0.2237
H 1.54 0.10 1.28 0.2374
H 1.33 -1.48 0.53 0.2110
H 3.75 1.35 -0.07 0.2297
H 6.18 1.03 -0.07 0.2114
H 7.14 -1.20 0.39 0.2100
H 5.64 -3.10 0.86 0.2094
H 3.21 -2.78 0.86 0.2021
H -2.08 -0.14 3.33 0.4341
```

Computed properties:
- ΔE to the lowest compared entry with this formula, charge and spin (kcal per mole) = 4.1
- M (g/mol) = 358.44
- E_LUMO (eV) = 0.4
- Kohn-Sham gap (eV) = 9.16